12
Properties=species:S:1:pos:R:3:forces:R:3 method="wB97M-V/def2-TZVPD" homo_lumo_gap_ev=9.210 lumo_ev=0.75 homo_energy_ev=-8.463 relative_energy_kcal_mol=163.1 max_force_ev_per_a=0.5
C 2.071 -0.222 -0.605 0.1 0.0 0.0
C 0.716 -0.812 -0.438 -0.3 0.1 -0.2
C -1.114 0.686 1.630 -0.5 0.0 -0.2
N -2.003 0.418 0.724 0.2 0.1 0.3
N -1.705 -0.032 -0.588 0.2 0.0 -0.1
C -0.481 -0.352 -0.667 0.1 0.0 0.3
H 2.162 0.496 -1.426 -0.1 -0.1 0.1
H 2.235 0.328 0.331 0.0 -0.1 -0.1
H 2.853 -0.981 -0.686 -0.2 0.1 0.0
H -1.675 1.007 2.527 0.1 -0.1 -0.2
H -3.012 0.512 0.796 0.1 0.0 0.1
H -0.048 -1.049 -1.598 0.2 -0.1 -0.1